1.
82
Properties=species:S:1:pos:R:3:mulliken_charge:R:1 method="wB97M-V/def2-TZVPD" orbital_gap_ha=0.1932 e_homo_ev=-9.9 lumo_energy_ev=-4.7 e_above_lowest_kj_mol=61.0 energy_ev=-222284.0702 total_charge=+1
Nb 9.752 9.306 12.579 0.988
O 9.223 11.109 14.465 -0.696
C 8.513 10.177 14.896 0.771
O 8.405 9.100 14.118 -0.536
C 7.933 9.977 16.294 -0.912
P 8.757 8.399 17.135 0.191
C 9.804 9.124 18.383 0.320
C 10.770 10.165 18.025 -0.474
C 11.691 10.657 18.887 -0.634
C 11.819 10.070 20.189 -0.323
C 10.950 9.094 20.588 -0.509
C 9.951 8.605 19.716 -0.258
C 7.261 7.634 17.805 0.199
C 6.662 6.474 17.352 -0.161
C 5.476 5.948 17.866 -0.735
C 4.878 6.623 18.914 -0.191
C 5.469 7.743 19.400 -0.703
C 6.639 8.249 18.908 -0.136
H 6.825 9.744 16.150 0.426
H 8.075 10.729 17.060 0.585
H 10.739 10.440 16.966 0.232
H 12.388 11.434 18.626 0.424
H 12.619 10.521 20.844 0.297
H 10.999 8.565 21.591 0.293
H 9.217 7.910 20.082 0.422
H 7.143 5.906 16.538 0.327
H 5.151 4.992 17.580 0.468
H 3.963 6.253 19.414 0.351
H 4.984 8.086 20.344 0.281
H 7.169 9.152 19.316 0.363
Se 9.541 7.168 11.254 -0.292
P 10.207 8.861 9.804 1.139
Se 10.150 10.944 10.664 -0.347
C 8.996 8.942 8.480 0.675
C 9.330 9.119 7.149 -0.484
C 8.277 9.340 6.200 -0.678
C 6.985 9.132 6.604 -0.489
C 6.664 8.982 7.901 -0.795
C 7.657 8.940 8.888 0.151
C 11.780 8.214 9.277 0.713
C 11.953 7.457 8.103 -0.391
C 13.245 7.224 7.614 -0.639
C 14.343 7.715 8.299 -0.649
C 14.127 8.276 9.578 -0.299
C 12.862 8.453 10.104 -0.518
H 10.317 9.192 6.791 0.599
H 8.526 9.575 5.174 0.419
H 6.200 8.897 5.824 0.328
H 5.662 9.069 8.265 0.507
H 7.288 8.914 9.915 -0.075
H 11.105 7.112 7.532 0.625
H 13.362 6.517 6.784 0.381
H 15.327 7.784 7.861 0.447
H 15.001 8.624 10.148 0.287
H 12.737 8.642 11.189 0.275
C 4.924 9.238 13.143 -1.442
C 5.849 9.226 11.969 0.862
O 6.873 8.570 11.829 -0.465
H 5.044 10.252 13.537 0.342
H 5.306 8.475 13.788 0.336
H 3.927 8.993 12.940 0.497
O 11.272 9.133 13.363 -0.566
S 16.747 11.520 11.985 -0.186
C 15.207 12.454 12.342 -0.516
C 14.427 11.857 13.447 -0.328
C 14.931 10.456 13.796 -0.192
C 16.234 10.139 13.104 -0.647
H 14.580 12.683 11.465 0.341
H 15.570 13.485 12.652 0.309
H 13.363 11.800 13.195 -0.007
H 14.580 12.448 14.352 0.290
H 14.202 9.677 13.603 0.024
H 15.009 10.454 14.925 0.276
H 16.160 9.340 12.357 0.197
H 17.005 9.863 13.745 0.446
Cl 5.382 13.362 11.261 -0.168
C 4.490 12.172 10.190 -0.435
C 4.448 10.824 10.774 0.535
O 5.641 10.293 11.118 -0.152
O 3.421 10.293 11.128 -0.537
H 5.070 12.027 9.276 0.258
H 3.460 12.615 10.072 0.365


2.
86
Properties=species:S:1:pos:R:3:mulliken_spin:R:1 method="wB97M-V/def2-TZVPD" orbital_gap_ha="0.2986 / 0.3165" e_homo_ev="-10.6 / -10.7" lumo_energy_ev="-2.5 / -2.0" energy_ev=-83575.4180 total_charge=+1 multiplicity=3
V -0.178 -0.537 0.083 2.010
C -0.528 2.914 -2.489 0.003
O -0.713 1.525 -2.675 0.006
C -2.071 1.121 -2.645 0.015
C -2.759 1.382 -1.335 0.001
O -2.081 0.773 -0.219 -0.032
C -2.562 1.220 1.045 0.023
C -1.385 1.684 1.912 0.035
O -0.202 1.519 1.146 0.004
C 0.902 2.326 1.599 0.007
H -1.213 3.495 -3.117 0.000
H -0.670 3.203 -1.443 -0.001
H 0.492 3.157 -2.775 0.000
H -2.654 1.673 -3.393 0.000
H -2.086 0.066 -2.911 0.001
H -2.812 2.455 -1.152 0.000
H -3.777 0.997 -1.382 0.000
H -3.264 2.033 0.894 0.002
H -3.104 0.406 1.515 -0.017
H -1.506 2.729 2.190 0.000
H -1.314 1.105 2.834 -0.010
H 1.213 2.042 2.601 0.001
H 1.724 2.154 0.916 -0.004
H 0.598 3.371 1.572 0.000
O 2.174 -0.105 2.482 -0.004
C 1.393 -0.946 2.147 0.024
O 1.274 -1.391 0.847 0.012
C 0.351 -1.587 3.046 -0.015
P -1.028 -2.189 1.953 0.018
C -0.515 -3.858 1.440 -0.006
C 0.739 -4.386 1.719 -0.002
C 1.090 -5.649 1.253 0.000
C 0.187 -6.390 0.503 -0.002
C -1.071 -5.867 0.220 0.004
C -1.418 -4.606 0.683 -0.001
C -2.353 -2.478 3.182 -0.001
C -3.052 -1.377 3.682 0.011
C -4.020 -1.529 4.665 0.000
C -4.307 -2.797 5.156 -0.001
C -3.620 -3.897 4.668 0.000
C -2.644 -3.743 3.687 -0.003
H -0.017 -0.840 3.742 0.001
H 0.783 -2.402 3.627 -0.001
H 1.467 -3.828 2.293 0.000
H 2.073 -6.047 1.475 0.000
H 0.463 -7.372 0.135 0.000
H -1.783 -6.436 -0.365 0.000
H -2.397 -4.207 0.424 -0.003
H -2.834 -0.386 3.312 -0.002
H -4.552 -0.664 5.045 0.000
H -5.063 -2.924 5.922 0.000
H -3.841 -4.887 5.050 0.000
H -2.116 -4.613 3.320 0.000
C 2.875 0.368 -4.047 0.002
N 3.065 0.488 -2.586 0.003
C 4.424 0.524 -2.019 0.001
C 2.029 0.449 -1.803 0.089
N 1.089 0.430 -1.133 -0.081
H 3.329 -0.556 -4.396 0.000
H 3.343 1.216 -4.542 0.000
H 1.812 0.356 -4.272 -0.001
H 4.948 -0.396 -2.270 0.000
H 4.359 0.620 -0.939 0.000
H 4.963 1.375 -2.430 0.000
C -4.887 -2.821 0.320 0.000
N -4.246 -2.904 -0.986 0.000
C -5.246 -2.807 -2.044 0.000
C -3.172 -1.924 -1.146 0.040
C -1.861 -2.451 -1.732 -0.059
C -1.936 -3.464 -2.693 -0.019
C -0.795 -4.013 -3.257 0.022
C 0.459 -3.562 -2.857 -0.017
C 0.543 -2.550 -1.917 0.041
C -0.595 -1.960 -1.337 -0.082
H -5.606 -3.634 0.433 0.000
H -5.433 -1.873 0.465 0.000
H -4.160 -2.912 1.128 0.001
H -5.868 -3.703 -2.074 0.000
H -4.767 -2.701 -3.017 0.000
H -5.912 -1.939 -1.902 0.000
H -2.977 -1.460 -0.179 -0.022
H -3.542 -1.116 -1.787 -0.001
H -2.906 -3.862 -2.974 0.001
H -0.882 -4.805 -3.992 0.001
H 1.362 -4.003 -3.267 -0.001
H 1.530 -2.242 -1.586 0.007


3.
80
Properties=species:S:1:pos:R:3:mulliken_spin:R:1 method="wB97M-V/def2-TZVPD" orbital_gap_ha="0.2282 / 0.2551" e_homo_ev="-3.5 / -4.3" lumo_energy_ev="2.7 / 2.7" energy_ev=-83955.7515 total_charge=-1 multiplicity=5
C 2.376 0.048 0.601 0.022
C 2.185 -0.768 -0.552 0.084
C 1.586 0.040 -1.568 -0.041
H 2.518 -1.792 -0.684 -0.010
C 1.359 1.349 -1.016 0.107
C 1.863 1.348 0.319 0.103
H 1.041 2.226 -1.573 -0.003
C -1.574 -1.917 1.379 0.012
C -0.327 -2.421 0.904 0.090
C -0.285 -2.256 -0.519 -0.061
H 0.453 -2.901 1.487 -0.013
C -1.486 -1.535 -0.900 0.011
C -2.288 -1.370 0.286 0.079
H 1.510 -0.226 -2.618 -0.019
H 1.950 2.238 0.939 0.006
H 2.881 -0.271 1.513 0.006
H -3.293 -0.944 0.292 0.003
H 0.399 -2.730 -1.219 0.003
H -1.962 -2.006 2.390 0.010
Fe 0.040 -0.155 -0.019 3.419
C -1.943 -1.235 -2.306 0.065
C -3.456 -1.471 -2.401 -0.002
C -1.245 -2.131 -3.339 0.006
H -3.680 -2.493 -2.067 0.001
H -3.781 -1.338 -3.436 0.001
H -4.010 -0.762 -1.775 -0.001
H -1.414 -3.184 -3.079 -0.002
H -0.163 -1.951 -3.402 0.003
H -1.684 -1.934 -4.325 -0.001
C -1.542 0.254 -2.567 0.056
C -2.086 0.822 -3.842 0.008
H -0.448 0.320 -2.648 -0.059
H -1.853 0.917 -1.739 0.021
O -3.055 0.296 -4.384 0.000
N -1.521 1.910 -4.439 0.000
C -0.331 2.658 -4.072 0.000
H -2.030 2.216 -5.258 0.000
C 0.971 1.994 -4.502 -0.002
C 2.174 2.595 -4.118 0.002
H 2.130 3.532 -3.555 0.001
C 3.389 1.991 -4.436 -0.003
H 4.314 2.458 -4.100 0.000
C 3.410 0.805 -5.176 0.002
H 4.362 0.338 -5.427 0.000
C 2.212 0.225 -5.597 0.000
H 2.209 -0.695 -6.178 0.000
C 0.987 0.827 -5.278 0.001
H 0.046 0.399 -5.638 0.000
H -0.315 2.853 -2.984 0.000
H -0.413 3.634 -4.573 0.000
O -0.853 2.570 1.442 0.002
C -0.533 1.720 2.258 0.011
N -0.459 1.894 3.644 0.002
C -0.013 0.715 4.347 -0.006
C 0.273 -0.193 3.145 0.013
O 0.821 -1.302 3.238 0.001
N -0.145 0.399 1.982 0.074
C 1.227 1.055 5.192 0.000
C 2.473 0.471 4.964 -0.001
C 3.571 0.811 5.770 0.000
C 3.415 1.726 6.814 0.000
C 2.164 2.314 7.046 0.000
C 1.073 1.978 6.237 0.000
C -1.147 0.112 5.177 -0.003
C -0.946 -0.394 6.467 0.000
C -2.032 -0.901 7.192 0.000
C -3.305 -0.936 6.618 0.000
C -3.498 -0.450 5.318 0.001
C -2.416 0.070 4.600 0.002
H -0.659 2.806 4.044 0.000
H 2.584 -0.284 4.183 0.000
H 4.537 0.343 5.570 0.000
H 4.266 1.984 7.449 0.000
H 2.025 3.028 7.859 0.000
H 0.092 2.413 6.445 0.000
H 0.052 -0.381 6.912 0.000
H -1.866 -1.269 8.207 0.000
H -4.147 -1.344 7.181 0.000
H -4.482 -0.470 4.852 0.000
H -2.564 0.460 3.591 -0.001


4.
95
Properties=species:S:1:pos:R:3:mulliken_charge:R:1 method="wB97M-V/def2-TZVPD" orbital_gap_ha=0.0985 e_homo_ev=-3.7 lumo_energy_ev=-1.1 e_above_lowest_kj_mol=473.3 energy_ev=-77062.6220 total_charge=-1
C -2.193 -0.395 3.192 -0.191
C -3.318 0.052 4.068 0.282
O -3.959 -0.571 4.831 -0.501
N -3.658 1.531 3.918 0.198
H -3.138 2.040 3.156 0.283
H -4.671 1.634 3.865 0.392
C -3.228 2.218 5.182 -0.769
H -1.861 -1.379 3.533 0.552
H -1.285 0.207 3.248 -0.028
H -2.437 -0.560 2.143 -0.086
H -3.845 1.994 6.049 0.366
H -3.352 3.287 5.025 0.368
H -2.193 1.950 5.364 0.223
C -5.186 -2.949 -1.648 -0.997
C -5.381 -2.135 -2.887 0.628
O -6.059 -1.168 -2.950 -0.457
N -4.700 -2.609 -4.120 0.274
H -3.969 -3.290 -3.834 0.065
H -5.327 -3.172 -4.695 0.397
C -4.127 -1.469 -4.952 -0.765
H -5.994 -2.698 -0.960 0.391
H -4.241 -2.663 -1.189 0.131
H -5.369 -4.003 -1.853 0.394
H -4.851 -1.221 -5.718 0.323
H -3.238 -1.878 -5.432 0.404
H -3.785 -0.687 -4.282 0.184
C 1.680 0.237 0.006 -0.446
C 0.358 -0.379 0.243 -0.007
O 0.085 -0.700 1.360 -0.578
N -0.479 -0.759 -0.888 1.519
H 0.000 -0.470 -1.768 -0.316
H -0.517 -1.778 -1.052 0.292
C -1.795 -0.040 -1.015 -0.445
H 1.960 -0.013 -1.028 0.463
H 2.489 -0.164 0.607 -0.036
H 1.644 1.325 0.073 0.307
H -1.516 1.005 -1.170 0.444
H -2.455 -0.099 -0.160 0.218
H -2.124 -0.283 -2.025 -0.203
C 5.489 1.079 -0.646 -0.856
C 6.789 1.072 0.076 0.484
O 7.801 0.850 -0.445 -0.361
N 6.707 1.382 1.549 -0.048
H 6.409 2.340 1.749 0.404
H 5.961 0.776 1.912 0.243
C 8.019 1.158 2.256 -0.872
H 5.581 0.904 -1.714 0.441
H 4.957 1.987 -0.349 0.331
H 4.827 0.254 -0.351 0.158
H 8.724 1.953 2.041 0.365
H 8.409 0.164 2.077 0.361
H 7.795 1.257 3.319 0.368
C 2.717 -0.194 3.737 -0.726
C 2.723 1.197 3.218 0.413
O 3.165 1.536 2.185 -0.472
N 2.048 2.245 4.082 0.178
H 1.335 2.767 3.530 0.296
H 1.511 1.884 4.870 0.404
C 3.025 3.308 4.447 -0.871
H 1.911 -0.435 4.423 0.440
H 3.724 -0.454 4.068 0.287
H 2.577 -0.831 2.845 0.136
H 3.365 3.837 3.563 0.343
H 3.951 2.851 4.806 0.374
H 2.635 3.951 5.228 0.374
O 1.334 -3.383 -0.285 -0.301
C 1.097 -3.835 0.985 0.547
O 1.649 -3.332 2.022 -0.737
O 0.336 -4.829 1.111 -0.765
H 0.636 -3.844 -0.798 0.219
O -4.315 1.644 -2.470 -0.333
C -3.734 2.910 -2.420 0.604
O -3.995 3.670 -3.393 -0.765
O -3.142 3.297 -1.371 -0.821
H -4.697 1.817 -3.365 0.232
O -1.655 0.059 -4.466 -0.048
C -0.512 0.866 -4.349 0.409
O -0.212 1.573 -5.314 -0.796
O 0.175 0.678 -3.310 -0.714
H -1.809 0.173 -5.419 0.134
O 2.525 -1.985 -3.016 -0.464
C 2.444 -2.063 -4.416 0.677
O 3.312 -1.434 -5.064 -0.754
O 1.469 -2.740 -4.884 -0.839
H 1.745 -2.555 -2.829 0.288
O -0.871 3.239 0.375 -0.415
C -1.235 2.947 1.624 0.637
O -2.407 2.532 1.814 -0.867
O -0.371 3.068 2.543 -0.913
H -1.738 3.101 -0.097 0.401
O -1.074 -3.793 -4.587 -0.522
C -1.496 -3.761 -3.313 0.402
O -0.778 -3.174 -2.460 -0.584
O -2.632 -4.280 -3.029 -0.962
H -0.171 -3.355 -4.534 0.579


5.
10
Properties=species:S:1:pos:R:3:mulliken_charge:R:1 method="wB97M-V/def2-TZVPD" orbital_gap_ha=0.3852 e_homo_ev=-9.7 lumo_energy_ev=0.8 e_above_lowest_kj_mol=353.7 energy_ev=-7952.8432 total_charge=0
O -1.593 -0.855 -0.440 -0.539
C -0.712 -0.246 0.588 -0.201
C 0.303 0.751 0.027 -0.268
C 1.477 0.038 -0.172 0.011
F 1.651 -1.188 0.008 -0.189
H -2.017 0.006 -1.112 0.316
H -1.556 0.000 1.444 0.257
H 0.100 -1.094 0.770 0.126
H 0.165 1.932 -0.233 0.251
H 2.182 0.656 -0.880 0.236


6.
105
Properties=species:S:1:pos:R:3:mulliken_charge:R:1 method="wB97M-V/def2-TZVPD" orbital_gap_ha=0.3381 e_homo_ev=-8.9 lumo_energy_ev=0.3 energy_ev=-89062.3023 smiles="CC[C@@]1([PH2]=O)[C@H](CCCF)C(=O)N[C@]1(OC[C@@H](C)C(C)C)/C(Cl)=C(/C)Cl.COCCOC.COCCOC.COCCOC" total_charge=0
C -0.019 -3.457 3.028 -1.260
C 0.931 -2.302 2.588 -2.045
C 0.225 -1.047 1.920 1.432
P -0.778 -0.387 3.312 0.488
O -1.753 0.684 2.983 -0.732
C 1.495 -0.226 1.454 0.545
C 1.683 1.255 1.896 -1.400
C 2.170 2.235 0.802 -0.435
C 1.564 3.623 1.080 -0.389
F 1.564 4.308 -0.141 -0.346
C 1.714 -0.684 -0.008 -0.680
O 2.471 -0.308 -0.814 -0.439
N 0.793 -1.777 -0.214 0.021
C -0.407 -1.349 0.520 -0.270
O -1.354 -2.380 0.515 -0.602
C -2.696 -1.911 0.718 -0.287
C -3.627 -3.012 1.280 0.152
C -3.833 -2.908 2.800 -1.515
C -5.014 -2.744 0.607 0.219
C -5.448 -1.252 0.767 -1.360
C -6.136 -3.582 1.280 -1.632
C -0.887 -0.167 -0.364 0.095
Cl -1.018 1.474 0.236 -0.059
C -1.227 -0.321 -1.613 0.808
C -1.687 0.835 -2.474 -1.421
Cl -1.240 -1.860 -2.415 -0.186
H 0.148 -4.294 2.343 0.397
H -1.073 -3.223 2.945 0.197
H 0.263 -3.837 4.011 0.261
H 1.390 -1.892 3.494 0.715
H 1.699 -2.722 1.946 0.550
H 0.172 0.159 4.221 0.134
H -1.449 -1.392 4.037 0.182
H 2.333 -0.721 1.958 0.796
H 2.386 1.259 2.732 0.364
H 0.748 1.657 2.295 0.553
H 3.255 2.347 0.844 0.405
H 1.850 1.981 -0.204 0.220
H 0.512 3.524 1.349 0.203
H 2.146 4.205 1.795 0.323
H 1.114 -2.719 -0.032 0.417
H -3.097 -1.681 -0.274 -0.084
H -2.774 -1.018 1.348 0.352
H -3.249 -3.993 0.986 0.411
H -2.924 -2.714 3.371 0.511
H -4.573 -2.166 3.095 0.084
H -4.210 -3.871 3.158 0.441
H -4.942 -2.937 -0.466 0.663
H -4.955 -0.769 1.610 0.203
H -5.092 -0.704 -0.112 0.283
H -6.530 -1.142 0.814 0.488
H -7.012 -3.631 0.634 0.410
H -6.445 -3.018 2.162 0.381
H -5.772 -4.557 1.608 0.351
H -1.768 0.480 -3.500 0.417
H -1.040 1.699 -2.381 0.362
H -2.714 1.046 -2.163 0.302
C -4.729 0.579 8.472 -0.737
O -4.549 -0.702 7.891 -0.387
C -5.751 -1.250 7.371 -0.640
C -5.850 -1.067 5.869 -0.019
O -5.954 0.301 5.510 -0.435
C -4.719 0.858 5.079 -0.478
H -3.747 1.038 8.583 0.247
H -5.349 1.226 7.848 0.328
H -5.187 0.481 9.462 0.321
H -6.622 -0.816 7.870 0.337
H -5.736 -2.322 7.593 0.378
H -6.762 -1.560 5.516 0.419
H -4.997 -1.536 5.368 -0.039
H -4.504 0.543 4.053 0.039
H -3.890 0.567 5.727 0.311
H -4.813 1.943 5.100 0.366
C 6.258 -0.402 -4.798 -0.619
O 7.175 -0.383 -3.715 -0.400
C 7.664 0.919 -3.429 -0.438
C 6.931 1.554 -2.263 -0.483
O 5.568 1.796 -2.571 -0.276
C 4.689 0.808 -2.048 -0.631
H 5.725 -1.352 -4.775 0.302
H 5.530 0.407 -4.731 0.185
H 6.802 -0.324 -5.746 0.333
H 7.601 1.559 -4.314 0.201
H 8.721 0.812 -3.166 0.400
H 7.389 2.526 -2.050 0.379
H 7.023 0.933 -1.365 0.313
H 4.539 0.974 -0.979 0.139
H 5.070 -0.203 -2.210 0.403
H 3.732 0.904 -2.554 0.214
C 4.835 2.847 -6.034 -0.835
O 4.054 1.746 -6.481 -0.325
C 2.671 2.057 -6.568 -0.483
C 2.252 2.367 -7.992 -0.596
O 2.866 3.552 -8.477 -0.378
C 3.989 3.295 -9.304 -0.694
H 5.880 2.634 -6.257 0.192
H 4.552 3.776 -6.534 0.509
H 4.722 2.965 -4.951 0.291
H 2.419 2.887 -5.901 0.377
H 2.122 1.173 -6.227 0.361
H 1.171 2.538 -8.008 0.372
H 2.469 1.520 -8.651 0.327
H 3.658 2.986 -10.301 0.330
H 4.638 2.525 -8.882 0.273
H 4.557 4.221 -9.394 0.249